ORCA calculation (ωB97M-V with the def2-TZVPD basis set) on C20H38AlB2O10 as an isolated structure at a distorted geometry.

Values from the calculation:
Energy relative to the best compared isomer or geometry (same formula, charge and spin) = 848.5 kJ/mol
Total charge = +1
HOMO energy = -11.939 eV
Orbital gap = 2.314 eV

```
71
Properties=species:S:1:pos:R:3:forces:R:3
Al -0.600 -0.301 1.517 0.177 0.054 -0.096
B 1.840 1.689 3.742 1.389 -0.462 2.732
H 0.953 2.187 4.101 -3.495 3.810 0.581
H 1.766 0.616 3.827 1.064 -4.802 -0.718
H 1.832 1.895 2.683 -2.081 0.197 -5.493
H 2.739 2.107 4.169 2.831 0.992 2.858
B -1.045 -3.050 4.254 -1.243 -0.495 0.979
H -0.135 -3.333 3.748 4.265 0.388 -3.323
H -1.776 -2.992 3.463 -2.875 -1.605 -3.927
H -1.336 -3.768 5.005 -2.362 -1.816 3.218
H -0.915 -2.057 4.655 2.343 3.975 2.920
O 1.657 -0.409 -2.443 0.912 -0.069 -0.402
C 1.873 -0.818 -3.559 -0.130 2.903 0.980
O 1.182 -1.826 -4.015 -0.110 -1.160 -1.446
C 1.466 -2.056 -5.416 0.599 -0.314 0.310
C 2.690 -1.143 -5.799 -0.890 -2.284 -0.696
C 2.732 -0.151 -4.693 -0.094 -0.089 -0.120
H 0.588 -1.771 -5.995 -0.044 -0.040 0.110
H 1.619 -3.133 -5.480 0.123 0.129 -0.395
H 2.412 -0.801 -6.796 0.536 0.524 0.103
H 3.647 -1.661 -5.858 -0.289 -0.446 -0.151
H 2.293 0.723 -5.174 -0.278 0.539 1.232
H 3.777 0.042 -4.450 -0.369 0.283 0.575
O -2.799 -0.282 -2.528 -2.390 -0.509 -2.334
C -3.490 -0.574 -3.530 3.973 -0.204 3.008
O -3.725 -1.844 -3.822 -0.370 -0.950 0.631
C -4.384 -2.017 -5.065 -1.025 1.896 -0.326
C -4.814 -0.563 -5.493 1.081 -0.397 0.246
C -3.847 0.314 -4.643 -1.484 0.027 -0.236
H -5.361 -2.476 -4.913 0.669 -1.105 -0.072
H -3.676 -2.468 -5.761 -0.419 -0.320 0.043
H -5.855 -0.435 -5.196 0.130 0.287 -0.050
H -4.735 -0.488 -6.578 0.008 0.415 0.138
H -4.315 1.138 -4.104 0.072 0.546 -0.802
H -2.902 0.575 -5.119 -0.222 0.305 -0.123
O 0.106 3.455 -0.618 0.317 4.578 -1.330
C -0.009 4.716 -0.800 0.026 -6.365 0.552
O -0.663 5.361 0.146 -0.435 -1.180 0.453
C -0.824 6.675 -0.187 0.732 3.036 -1.130
C -0.589 6.799 -1.721 0.138 -0.614 0.793
C 0.347 5.605 -1.978 -0.359 0.405 0.507
H -0.013 7.213 0.305 -0.223 0.448 0.308
H -1.792 7.098 0.082 0.076 -0.384 0.325
H -0.045 7.717 -1.944 -0.733 0.140 -0.277
H -1.563 6.657 -2.189 0.259 0.388 -0.473
H 1.366 5.978 -1.873 0.195 -0.359 0.060
H 0.242 5.138 -2.957 -0.014 -0.211 0.334
O -2.507 1.148 5.260 0.195 -1.260 -2.437
C -2.649 1.225 6.434 0.354 1.505 -0.011
O -3.231 2.307 6.904 -1.286 1.145 -0.070
C -3.030 2.473 8.281 0.138 -0.706 1.691
C -2.550 1.127 8.782 2.049 -1.727 0.497
C -2.056 0.420 7.493 -0.206 -1.009 0.598
H -3.956 2.654 8.827 -0.031 0.798 -0.531
H -2.253 3.221 8.438 -0.380 0.282 0.012
H -3.188 0.550 9.451 -0.778 0.022 -0.774
H -1.667 1.149 9.420 0.134 0.755 0.051
H -2.307 -0.620 7.280 -0.176 -0.083 0.522
H -0.982 0.477 7.314 0.121 0.119 0.312
O 2.983 -3.128 0.740 0.649 -2.214 -1.268
C 3.724 -3.970 0.215 -2.083 1.351 0.622
O 5.013 -3.809 0.344 0.303 1.200 0.534
C 5.807 -4.759 -0.325 0.456 1.041 0.537
C 4.864 -5.776 -0.868 -0.266 -1.359 0.194
C 3.431 -5.241 -0.680 0.387 1.641 0.798
H 6.397 -5.141 0.509 0.712 -0.205 -0.690
H 6.371 -4.207 -1.076 0.304 -0.242 0.123
H 5.047 -6.585 -0.161 -0.585 -0.670 -0.574
H 5.195 -6.066 -1.865 -0.538 -0.186 0.027
H 2.717 -5.881 -0.162 0.301 -0.129 -0.007
H 2.911 -4.848 -1.554 0.246 -0.155 -0.234
```
Positions in Å, forces in eV/Å.

***

ORCA calculation (ωB97M-V with the def2-TZVPD basis set) on a 15-piece molecular cluster, C81H70BN14O22 overall at a distorted geometry.

Values from the calculation:
Total charge = -1
HOMO energy = -7.454 eV
Orbital gap = 8.114 eV

```
188
Properties=species:S:1:pos:R:3:forces:R:3
O -2.788 -1.389 1.009 -0.139 -0.259 -0.477
C -1.674 -0.970 1.045 -0.150 0.622 0.436
O -1.213 0.143 0.446 0.115 -0.541 0.318
B 0.193 0.284 0.863 0.518 0.634 -0.451
O 0.382 -0.559 2.012 0.179 -0.605 -0.085
C -0.570 -1.487 1.998 0.058 0.514 0.269
O -0.608 -2.453 2.689 -0.137 -0.585 0.038
O 0.661 1.647 1.186 0.106 -0.299 -0.988
C 1.653 1.949 0.351 0.373 0.637 0.338
O 2.300 2.959 0.384 0.031 0.383 0.003
C 1.923 0.793 -0.643 -0.843 0.744 1.381
O 1.066 -0.124 -0.298 -0.227 -1.151 -0.429
O 2.753 0.802 -1.499 0.265 -0.240 -0.612
C -1.466 -0.777 -2.816 0.429 -0.496 0.586
C -0.954 -1.700 -3.723 -0.502 0.663 0.111
C -1.831 -2.577 -4.328 -0.035 -0.672 -0.894
C -3.192 -2.607 -4.009 1.051 0.397 0.386
C -3.671 -1.739 -3.051 -0.023 0.311 1.144
C -2.794 -0.834 -2.453 -0.325 0.205 -0.337
N -4.066 -3.601 -4.625 -0.744 -0.134 -0.221
O -3.612 -4.366 -5.451 0.413 0.084 0.042
O -5.240 -3.600 -4.294 0.199 0.155 0.195
H -0.786 -0.143 -2.261 -0.077 0.251 -0.198
H 0.102 -1.634 -3.947 -0.059 -0.402 -0.253
H -1.480 -3.258 -5.095 -0.003 -0.061 0.112
H -4.642 -1.788 -2.579 -0.267 -0.174 -0.679
H -3.169 -0.151 -1.703 -0.020 -0.117 0.108
C 0.934 -6.053 3.092 1.176 0.710 -0.720
C 1.598 -7.266 3.289 -1.604 0.248 0.632
C 0.957 -8.180 4.105 1.097 -0.896 0.997
C -0.247 -7.925 4.749 1.073 0.918 -0.671
C -0.830 -6.689 4.549 -1.054 0.486 0.253
C -0.256 -5.724 3.721 0.026 -1.221 0.363
N -0.754 -8.869 5.746 -0.767 0.008 -0.679
O -1.895 -8.679 6.136 0.559 -0.185 0.230
O -0.040 -9.802 6.057 -0.151 0.110 0.246
H 1.453 -5.324 2.477 -0.278 0.168 -0.001
H 2.588 -7.496 2.932 -0.030 0.194 -0.305
H 1.546 -9.031 4.430 -0.387 -0.320 -0.226
H -1.753 -6.417 5.046 0.011 -0.273 0.126
H -0.760 -4.773 3.640 0.280 0.154 -0.285
C 2.649 -1.403 -4.826 -0.067 0.648 0.902
C 2.258 -0.080 -5.014 -0.253 -0.268 -0.016
C 2.005 0.391 -6.281 -0.345 -0.117 -0.207
C 2.153 -0.487 -7.369 0.335 0.375 1.132
C 2.490 -1.815 -7.170 -0.487 -0.278 0.091
C 2.669 -2.296 -5.865 0.844 0.201 -0.607
N 2.132 0.060 -8.724 0.354 -0.213 -0.181
O 1.797 1.209 -8.879 -0.368 0.487 0.140
O 2.535 -0.655 -9.617 -0.088 -0.336 -0.243
H 2.955 -1.656 -3.816 -0.182 -0.395 -0.058
H 2.085 0.554 -4.154 0.312 0.075 0.002
H 1.662 1.413 -6.354 0.131 -0.017 -0.574
H 2.565 -2.469 -8.027 0.136 0.014 0.004
H 3.017 -3.301 -5.668 -0.224 -0.139 -0.266
C 5.999 -0.894 -2.422 -0.034 0.631 -0.523
C 5.048 -1.462 -1.583 0.375 -0.654 -0.325
C 4.614 -2.746 -1.878 -0.148 0.122 0.395
C 5.148 -3.441 -2.955 -1.067 0.430 0.906
C 6.061 -2.863 -3.804 0.568 -0.080 -0.350
C 6.501 -1.573 -3.534 -0.284 -0.465 0.634
N 4.595 -4.776 -3.216 0.632 -0.238 -1.264
O 4.937 -5.277 -4.274 0.066 -0.131 -0.195
O 3.849 -5.320 -2.443 -0.302 0.270 0.746
H 6.297 0.144 -2.331 0.091 -0.058 0.480
H 4.663 -1.012 -0.680 0.015 0.476 -0.212
H 3.823 -3.151 -1.262 0.153 -0.379 -0.090
H 6.440 -3.417 -4.650 -0.024 -0.030 0.015
H 7.284 -1.133 -4.134 -0.155 0.125 -0.164
C 3.352 5.255 -3.925 -1.509 0.749 -0.164
C 4.388 6.112 -4.205 1.283 -0.296 0.454
C 5.545 6.014 -3.440 0.043 0.508 0.382
C 5.581 5.182 -2.322 -0.272 0.535 -1.438
C 4.498 4.361 -2.033 0.376 -0.654 0.218
C 3.388 4.376 -2.855 0.619 -0.164 0.060
N 6.831 5.135 -1.574 0.059 -1.074 1.432
O 7.759 5.868 -1.825 -0.236 0.326 -0.529
O 6.871 4.300 -0.673 -0.061 0.171 -0.203
H 2.432 5.452 -4.468 -0.008 -0.621 -0.128
H 4.388 6.828 -5.013 -0.321 -0.071 -0.077
H 6.387 6.656 -3.662 0.075 -0.130 0.097
H 4.491 3.620 -1.244 0.290 0.238 0.181
H 2.647 3.623 -2.627 -0.389 0.317 -0.189
C -6.496 -2.048 0.789 0.168 0.045 0.342
C -6.931 -2.508 -0.452 0.126 -0.105 1.069
C -8.261 -2.891 -0.624 0.848 -0.147 -0.425
C -9.122 -2.843 0.466 0.399 0.894 0.166
C -8.654 -2.444 1.715 -0.824 0.058 0.113
C -7.344 -2.047 1.887 -0.146 0.149 -0.463
N -10.574 -3.058 0.299 0.544 -1.628 -0.773
O -11.321 -2.937 1.245 0.079 0.441 0.067
O -10.907 -3.491 -0.797 -0.197 0.545 0.349
H -5.496 -1.667 0.971 0.157 -0.181 -0.417
H -6.180 -2.637 -1.219 -0.322 0.126 -0.351
H -8.481 -3.240 -1.623 -0.762 -0.036 0.186
H -9.378 -2.387 2.518 0.096 -0.040 0.047
H -6.995 -1.645 2.828 -0.056 -0.183 0.107
C 0.022 -5.917 -0.865 0.333 0.561 0.260
C -0.555 -4.760 -0.339 -0.459 -0.307 -0.744
C -1.598 -4.890 0.551 -0.742 -0.187 0.876
C -2.014 -6.154 0.955 0.099 -0.159 -0.687
C -1.445 -7.311 0.441 0.135 0.040 0.375
C -0.398 -7.167 -0.449 0.286 -0.052 -0.331
N -3.198 -6.261 1.834 0.691 0.136 -0.495
O -3.446 -7.350 2.290 -0.222 -0.544 0.333
O -3.847 -5.258 2.021 -0.279 0.356 0.264
H 0.835 -5.827 -1.575 -0.045 -0.048 -0.065
H -0.350 -3.790 -0.772 0.366 0.061 0.257
H -2.153 -4.068 0.985 0.226 0.262 -0.245
H -1.761 -8.302 0.732 -0.220 0.122 0.135
H 0.105 -8.029 -0.868 -0.151 -0.127 0.090
N -2.625 2.918 3.881 0.268 -0.009 0.572
C -2.679 4.190 4.300 0.354 -0.498 -0.317
C -1.572 5.036 4.386 -0.479 -0.763 1.061
C -0.321 4.492 4.104 0.294 0.094 -0.589
C -0.245 3.177 3.684 -0.458 0.007 0.539
C -1.413 2.417 3.670 0.522 0.540 -1.343
H -3.667 4.511 4.606 -0.035 0.266 -0.138
H -1.757 5.960 4.918 0.425 0.379 -0.478
H 0.614 5.041 4.117 -0.212 0.382 0.234
H 0.673 2.697 3.381 0.139 0.173 0.130
H -1.259 1.421 3.265 -0.754 -0.313 0.351
N -2.094 3.242 -1.940 -0.284 1.127 0.104
C -1.852 3.341 -0.625 0.231 -1.421 -0.900
C -2.310 4.340 0.209 0.575 0.414 -0.557
C -3.014 5.375 -0.396 -0.012 0.257 0.154
C -3.286 5.333 -1.763 0.295 -0.425 0.253
C -2.787 4.256 -2.477 0.166 -0.461 -0.243
H -1.244 2.488 -0.345 -0.070 0.292 0.925
H -1.955 4.376 1.230 -0.331 -0.006 0.128
H -3.264 6.243 0.202 -0.282 -0.019 -0.054
H -3.828 6.093 -2.308 -0.001 0.204 0.242
H -2.884 4.202 -3.556 -0.279 0.051 -0.014
N 6.237 4.583 4.260 -0.713 -0.232 -0.384
C 6.150 4.565 2.919 0.576 0.168 0.082
C 4.990 4.765 2.182 0.454 -0.432 1.368
C 3.840 4.961 2.938 -0.281 0.034 -1.794
C 3.884 5.076 4.307 0.068 -0.403 0.038
C 5.099 4.804 4.930 0.274 0.437 -0.195
H 7.082 4.367 2.402 0.059 0.045 -0.024
H 5.024 4.681 1.106 -0.218 0.036 -0.022
H 2.934 4.961 2.338 -0.332 0.372 0.535
H 2.977 5.317 4.844 0.099 -0.190 0.275
H 5.180 4.779 6.009 -0.030 0.097 0.073
N -4.924 1.375 1.977 -1.032 -0.566 -0.524
C -6.264 1.265 2.020 0.399 0.176 0.400
C -7.086 1.295 0.916 0.176 0.834 -0.705
C -6.506 1.483 -0.340 -0.837 -0.010 0.831
C -5.132 1.549 -0.409 0.313 0.080 -0.908
C -4.392 1.465 0.751 0.139 -0.124 1.403
H -6.744 1.178 2.989 0.326 0.027 0.237
H -8.159 1.392 1.017 -0.036 -0.462 0.124
H -7.212 1.620 -1.149 0.484 -0.068 -0.440
H -4.606 1.704 -1.344 -0.098 -0.042 -0.052
H -3.310 1.458 0.787 0.033 0.186 -0.493
N 4.941 -0.681 2.774 0.574 -0.186 -0.205
C 4.471 0.379 2.128 -0.073 1.293 0.482
C 5.177 1.189 1.223 0.355 -0.875 0.651
C 6.471 0.790 0.933 -0.022 0.219 -0.039
C 6.967 -0.360 1.543 0.306 0.501 -0.151
C 6.206 -1.026 2.478 -0.520 -0.344 -0.822
H 3.531 0.790 2.487 -0.335 -0.468 -0.138
H 4.748 2.122 0.890 -0.065 -0.088 -0.229
H 7.093 1.405 0.294 0.050 -0.107 -0.106
H 7.970 -0.717 1.347 0.021 0.092 -0.074
H 6.639 -1.937 2.872 -0.343 0.024 0.553
N -3.681 0.087 4.814 -0.548 -0.112 0.482
C -2.910 0.007 5.895 0.320 0.179 -0.156
C -2.254 -1.143 6.322 -1.201 0.777 -0.444
C -2.498 -2.276 5.563 0.817 -1.004 0.576
C -3.252 -2.233 4.405 -0.296 0.650 0.144
C -3.885 -1.027 4.116 0.608 -0.062 -0.266
H -2.780 0.914 6.478 -0.064 0.157 -0.184
H -1.704 -1.033 7.244 0.225 -0.679 -0.040
H -2.101 -3.226 5.911 0.200 0.013 -0.240
H -3.341 -3.062 3.717 -0.150 -0.198 0.231
H -4.535 -0.949 3.252 0.051 0.135 -0.047
N 2.224 7.767 -0.639 0.113 -0.270 0.783
C 1.929 6.470 -0.402 0.215 0.539 -1.327
C 0.960 5.790 -1.128 -0.429 0.429 0.811
C 0.194 6.487 -2.076 1.354 -1.531 0.085
C 0.479 7.810 -2.266 -0.429 0.792 0.058
C 1.470 8.427 -1.494 -0.663 -0.407 -0.626
H 2.614 5.926 0.234 -0.146 0.053 0.327
H 0.756 4.766 -0.842 0.071 -0.122 -0.391
H -0.373 5.877 -2.768 -0.662 0.372 0.192
H -0.113 8.392 -2.963 0.214 0.057 -0.113
H 1.628 9.486 -1.660 0.353 0.032 0.229
```
Positions in Å, forces in eV/Å.

***

ORCA calculation (ωB97M-V with the def2-TZVPD basis set) on an isolated ion of composition C5H11NO and charge +1 at a distorted geometry.

Values from the calculation:
Energy relative to the best compared isomer or geometry (same formula, charge and spin) = 107.6 kJ/mol
2S+1 = 2
Total charge = +1
HOMO energy (spin up / spin down) = -13.677 / -14.015 eV
Orbital gap (spin up / spin down) = 9.225 / 7.680 eV

```
18
Properties=species:S:1:pos:R:3:forces:R:3
C -0.589 1.790 0.645 0.044 0.204 -0.159
O -1.637 1.425 -0.229 -0.725 -0.097 -0.332
C -0.270 0.640 1.581 0.334 -0.168 -0.466
C -0.264 -0.763 0.838 -0.649 2.019 1.134
C 0.839 -0.779 -0.106 -0.187 0.152 -0.251
C 0.611 -0.966 -1.485 0.035 0.530 0.363
N 1.390 -1.714 -2.212 -0.405 -1.437 -0.413
H 0.262 2.044 0.005 0.156 0.053 0.181
H -0.857 2.669 1.230 0.149 0.076 -0.022
H -2.428 1.969 -0.105 0.394 -0.148 0.027
H -0.989 0.662 2.401 0.127 -0.456 0.000
H 0.747 0.735 1.959 -0.058 0.383 0.424
H -0.118 -1.408 1.690 0.258 -0.807 -0.023
H -1.252 -0.892 0.426 -0.100 -0.428 -0.415
H 1.836 -0.484 0.218 0.072 -0.635 0.036
H -0.192 -0.433 -1.989 -0.300 -0.185 0.129
H 1.853 -2.486 -1.741 0.627 0.435 0.017
H 1.057 -2.008 -3.124 0.230 0.508 -0.229
```
Positions in Å, forces in eV/Å.

***

ORCA calculation (ωB97M-V with the def2-TZVPD basis set) on a 3-piece molecular cluster, H6O2S2 overall at a distorted geometry.

Values from the calculation:
Energy relative to the best compared isomer or geometry (same formula, charge and spin) = 41.8 kJ/mol
HOMO energy = -9.459 eV
SMILES = SS.O.O
Orbital gap = 9.649 eV

```
10
Properties=species:S:1:pos:R:3:forces:R:3
S 2.673 1.396 1.113 -0.237 0.793 -0.133
S 0.718 2.117 1.278 0.162 -0.694 -0.270
H 2.748 0.488 2.083 -0.349 -0.246 0.236
H 0.735 2.863 2.386 0.422 0.147 0.167
H -5.987 -2.053 -0.122 0.120 -0.294 -0.705
H -5.466 -2.657 -1.480 0.225 0.070 0.236
O -6.249 -2.375 -1.003 -0.348 0.225 0.471
H 0.031 -4.480 -3.273 0.794 0.845 -0.162
H -0.399 -3.046 -3.237 0.886 -0.088 -0.153
O 0.418 -3.575 -3.363 -1.675 -0.759 0.312
```
Positions in Å, forces in eV/Å.